{
  "formula": "CH3O4S",
  "method": "the ωB97M-V functional and the def2-TZVPD basis",
  "species": ["C", "O", "O", "O", "O", "S", "H", "H", "H"],
  "coordinates": [[0.06, 1.02, -0.87], [-0.68, -2.47, 0.81], [-0.76, -0.13, 1.57], [1.39, -1.15, 1.24], [-0.11, -0.33, -1.05], [-0.03, -1.19, 0.92], [0.78, 1.44, -0.09], [-1.05, 1.39, -0.66], [0.40, 1.42, -1.86]],
  "charge": -1,
  "homo_lumo_gap_ev": 9.0
}

---

{
  "formula": "C3H3FO3",
  "method": "the ωB97M-V functional and the def2-TZVPD basis",
  "species": ["C", "C", "C", "O", "O", "O", "F", "H", "H", "H"],
  "coordinates": [[-1.87, 0.09, -0.02], [2.99, 0.28, -0.16], [-3.07, -0.13, 0.40], [-0.76, 0.23, -0.39], [4.08, 0.41, 0.20], [2.06, -1.00, 0.07], [2.33, 1.21, -0.87], [1.48, -0.78, -0.66], [-3.32, 0.43, 1.38], [-3.93, -0.74, 0.06]],
  "smiles": "O=C(O)F.C=C=O",
  "charge": 0,
  "homo_lumo_gap_ev": 10.3
}

---

{
  "formula": "C44H100N9O18P",
  "method": "the ωB97M-V functional and the def2-TZVPD basis",
  "species": ["C", "O", "P", "O", "O", "C", "O", "C", "H", "H", "H", "H", "H", "H", "H", "H", "H", "C", "C", "C", "C", "C", "C", "N", "O", "C", "C", "C", "H", "H", "H", "H", "H", "H", "H", "H", "H", "H", "H", "H", "H", "H", "H", "H", "H", "H", "H", "C", "C", "C", "C", "C", "C", "N", "O", "C", "C", "C", "H", "H", "H", "H", "H", "H", "H", "H", "H", "H", "H", "H", "H", "H", "H", "H", "H", "H", "H", "C", "C", "C", "C", "C", "C", "N", "O", "C", "C", "C", "H", "H", "H", "H", "H", "H", "H", "H", "H", "H", "H", "H", "H", "H", "H", "H", "H", "H", "H", "C", "C", "C", "C", "C", "C", "N", "O", "C", "C", "C", "H", "H", "H", "H", "H", "H", "H", "H", "H", "H", "H", "H", "H", "H", "H", "H", "H", "H", "H", "C", "N", "O", "O", "H", "H", "H", "C", "N", "O", "O", "H", "H", "H", "C", "N", "O", "O", "H", "H", "H", "C", "N", "O", "O", "H", "H", "H", "C", "N", "O", "O", "H", "H", "H"],
  "coordinates": [[-2.61, 1.78, -4.43], [-4.03, 1.50, -4.34], [-4.55, 1.47, -2.87], [-3.73, 0.63, -1.99], [-6.07, 1.01, -2.85], [-6.50, -0.31, -2.61], [-4.64, 3.01, -2.49], [-4.93, 3.45, -1.18], [-2.16, 2.27, -3.55], [-2.65, 2.46, -5.28], [-2.09, 0.80, -4.67], [-5.98, -0.79, -1.78], [-6.35, -0.95, -3.45], [-7.56, -0.18, -2.55], [-4.37, 2.80, -0.47], [-5.98, 3.37, -1.07], [-4.68, 4.48, -1.11], [3.37, -3.68, 3.26], [1.93, -4.21, 3.56], [0.99, -3.83, 2.46], [-0.35, -4.55, 2.60], [-0.05, -6.08, 2.51], [0.94, -6.51, 3.63], [2.07, -5.66, 3.59], [2.93, -6.04, 4.70], [0.24, -6.55, 5.01], [1.50, -7.92, 3.37], [1.51, -3.58, 4.89], [3.93, -3.49, 4.22], [3.38, -2.75, 2.66], [3.76, -4.42, 2.47], [0.98, -2.76, 2.22], [1.38, -4.22, 1.47], [-0.93, -4.28, 1.68], [-0.92, -4.28, 3.53], [0.35, -6.34, 1.45], [-0.95, -6.67, 2.59], [-0.20, -5.61, 5.35], [-0.48, -7.37, 5.02], [1.13, -6.87, 5.66], [2.15, -7.71, 2.49], [2.10, -8.37, 4.16], [0.69, -8.62, 3.18], [0.42, -3.68, 5.02], [1.84, -2.50, 4.98], [2.09, -4.09, 5.72], [3.83, -6.18, 4.37], [5.18, 1.26, 0.89], [4.32, 2.20, 1.77], [2.88, 2.10, 1.33], [2.13, 0.92, 1.87], [2.28, 0.92, 3.36], [3.76, 0.99, 3.86], [4.42, 2.13, 3.20], [5.76, 2.19, 3.61], [3.72, 1.29, 5.35], [4.55, -0.33, 3.69], [4.81, 3.61, 1.41], [4.92, 0.16, 0.99], [6.20, 1.27, 1.31], [5.19, 1.64, -0.16], [2.34, 2.92, 1.76], [2.81, 2.29, 0.23], [2.43, -0.01, 1.36], [1.03, 0.92, 1.69], [1.92, 0.02, 3.90], [1.77, 1.75, 3.84], [3.10, 0.51, 5.83], [4.65, 1.27, 5.84], [3.34, 2.31, 5.59], [4.37, -1.00, 4.48], [4.40, -0.77, 2.75], [5.61, 0.05, 3.70], [4.34, 4.33, 2.10], [4.68, 3.78, 0.37], [5.84, 3.66, 1.72], [5.81, 3.00, 4.17], [-2.17, 2.12, 3.35], [-2.84, 0.71, 3.51], [-3.77, 0.78, 4.74], [-4.78, -0.33, 4.71], [-5.58, -0.29, 3.42], [-4.73, -0.53, 2.16], [-3.61, 0.47, 2.24], [-2.69, 0.13, 1.13], [-4.31, -2.00, 2.04], [-5.62, -0.19, 0.96], [-1.70, -0.27, 3.78], [-2.89, 2.94, 3.46], [-1.66, 2.11, 2.38], [-1.46, 2.21, 4.16], [-3.16, 0.80, 5.65], [-4.28, 1.78, 4.61], [-5.60, -0.28, 5.45], [-4.29, -1.30, 4.84], [-5.99, 0.72, 3.34], [-6.37, -1.08, 3.34], [-3.47, -2.05, 1.36], [-4.05, -2.38, 3.06], [-5.19, -2.54, 1.64], [-5.77, 0.90, 1.01], [-5.11, -0.44, -0.02], [-6.53, -0.74, 1.05], [-1.01, -0.23, 2.95], [-2.09, -1.32, 3.84], [-1.13, -0.05, 4.67], [-3.21, 0.51, 0.39], [2.07, 2.83, -4.58], [1.59, 3.93, -3.67], [0.55, 4.75, -4.40], [-0.32, 5.66, -3.53], [-0.83, 4.90, -2.31], [0.21, 4.13, -1.51], [0.81, 3.31, -2.57], [1.87, 2.39, -1.99], [1.02, 5.05, -0.69], [-0.54, 3.20, -0.51], [2.78, 4.89, -3.35], [1.27, 2.02, -4.58], [2.97, 2.38, -4.13], [2.30, 3.08, -5.59], [1.07, 5.32, -5.22], [-0.11, 4.07, -4.89], [-1.11, 6.11, -4.10], [0.29, 6.49, -3.18], [-1.72, 4.31, -2.57], [-1.25, 5.72, -1.58], [1.36, 5.93, -1.16], [0.44, 5.30, 0.24], [1.90, 4.45, -0.34], [-1.31, 3.87, -0.04], [-1.16, 2.45, -1.00], [0.08, 2.78, 0.23], [2.40, 5.86, -2.87], [3.30, 5.16, -4.26], [3.48, 4.34, -2.70], [1.46, 1.56, -1.87], [1.30, -0.82, -6.19], [2.27, -1.80, -5.65], [3.42, -1.43, -5.42], [1.90, -2.95, -5.48], [1.83, -0.24, -7.01], [0.96, -0.13, -5.42], [0.39, -1.28, -6.61], [-0.79, -0.97, -0.94], [-0.58, -0.55, -2.36], [0.21, 0.32, -2.56], [-1.22, -1.08, -3.25], [-1.76, -1.47, -0.87], [-0.89, 0.00, -0.43], [0.00, -1.66, -0.61], [-0.94, -4.53, -4.28], [-1.92, -4.27, -3.18], [-3.04, -3.89, -3.46], [-1.48, -4.44, -2.04], [-0.48, -3.55, -4.69], [-1.51, -4.91, -5.12], [-0.15, -5.15, -3.84], [-1.74, 2.42, -9.03], [-0.66, 1.91, -8.26], [-0.11, 0.92, -8.68], [-0.40, 2.44, -7.21], [-2.01, 3.44, -8.75], [-2.54, 1.77, -8.82], [-1.62, 2.36, -10.06], [3.72, -1.12, -2.15], [2.60, -1.94, -1.66], [1.65, -2.22, -2.35], [2.65, -2.13, -0.43], [3.55, -0.92, -3.21], [4.62, -1.66, -1.86], [3.62, -0.22, -1.54]],
  "smiles": "CC1(C)CCCC(C)(C)N1O.CC1(C)CCCC(C)(C)N1O.CC1(C)CCCC(C)(C)N1O.CC1(C)CCCC(C)(C)N1O.COP(=O)(OC)OC.C[N+](=O)[O-].C[N+](=O)[O-].C[N+](=O)[O-].C[N+](=O)[O-].C[N+](=O)[O-]",
  "charge": 0,
  "homo_lumo_gap_ev": 8.0
}

---

{
  "formula": "C30H47Cl2MnN4O6S2Si",
  "method": "the ωB97M-V functional and the def2-TZVPD basis",
  "species": ["C", "C", "H", "H", "H", "C", "C", "H", "H", "H", "H", "Mn", "Cl", "C", "O", "N", "C", "C", "H", "H", "H", "H", "H", "H", "H", "H", "H", "C", "C", "N", "H", "C", "O", "H", "H", "H", "H", "H", "H", "C", "C", "N", "H", "C", "O", "H", "H", "H", "H", "O", "C", "C", "C", "H", "C", "H", "C", "H", "C", "C", "H", "H", "H", "Si", "Cl", "C", "C", "C", "H", "H", "H", "H", "H", "H", "H", "H", "H", "O", "S", "O", "N", "C", "S", "C", "C", "C", "C", "C", "C", "H", "H", "H", "H"],
  "coordinates": [[3.36, 1.02, -2.40], [2.06, 1.27, -3.08], [3.98, 0.32, -2.98], [3.20, 0.59, -1.39], [3.93, 1.95, -2.28], [1.89, 1.25, -4.41], [2.94, 0.91, -5.41], [0.93, 1.53, -4.85], [3.88, 0.56, -4.96], [3.17, 1.78, -6.03], [2.58, 0.13, -6.09], [0.17, -0.57, -0.01], [2.28, -0.71, 0.50], [-2.06, 1.19, -0.48], [-1.76, -0.04, -0.34], [-3.28, 1.61, -0.76], [-4.38, 0.66, -0.89], [-3.64, 3.02, -0.81], [-1.27, 1.95, -0.39], [-3.99, -0.35, -0.78], [-4.85, 0.78, -1.88], [-5.14, 0.86, -0.12], [-2.73, 3.63, -0.82], [-4.25, 3.30, 0.06], [-4.21, 3.22, -1.73], [-2.60, -1.50, 4.58], [-0.85, -0.06, 5.85], [-1.78, -1.95, 4.02], [-0.10, -0.60, 5.26], [-0.66, -1.01, 3.99], [-2.09, -2.17, 2.99], [-0.16, -0.60, 2.84], [-0.56, -1.12, 1.74], [0.76, 0.05, 5.06], [0.61, 0.18, 2.83], [-1.46, -2.86, 4.53], [0.23, -1.48, 5.83], [2.13, -1.47, -2.94], [0.29, -1.12, -4.88], [1.64, -2.44, -2.77], [-0.04, -2.12, -4.55], [0.24, -2.33, -3.14], [1.73, -2.70, -1.71], [-0.74, -2.37, -2.23], [-0.54, -2.45, -0.99], [-1.13, -2.20, -4.70], [-1.76, -2.34, -2.66], [2.12, -3.20, -3.40], [0.48, -2.87, -5.16], [0.51, 0.23, -1.71], [0.87, 1.49, -2.15], [-1.26, 1.49, -3.54], [-0.32, 2.21, -2.81], [-1.17, 0.40, -3.57], [-2.26, 2.17, -4.23], [1.20, 2.11, -1.30], [-0.41, 3.60, -2.71], [-2.97, 1.59, -4.83], [-2.34, 3.56, -4.17], [-1.42, 4.28, -3.40], [0.33, 4.12, -2.09], [-3.12, 4.09, -4.72], [-1.47, 5.37, -3.34], [5.57, -2.88, 2.48], [6.22, -2.29, 0.59], [4.60, -4.46, 2.22], [4.56, -1.44, 3.10], [7.04, -3.20, 3.63], [3.89, -4.31, 1.40], [4.05, -4.72, 3.13], [5.27, -5.29, 1.97], [7.64, -4.06, 3.29], [6.70, -3.42, 4.65], [7.71, -2.33, 3.68], [3.74, -1.24, 2.39], [5.20, -0.54, 3.17], [4.14, -1.66, 4.09], [-2.84, 1.01, 4.01], [-2.92, 1.89, 2.86], [-4.13, 1.84, 2.07], [-1.57, 1.85, 1.94], [-0.84, 2.99, 1.98], [0.51, 3.15, 1.01], [-1.40, 3.99, 2.88], [-0.99, 5.29, 3.21], [-1.82, 6.12, 3.98], [-3.07, 5.66, 4.43], [-3.46, 4.34, 4.15], [-2.62, 3.55, 3.39], [-0.03, 5.64, 2.83], [-1.50, 7.14, 4.22], [-3.72, 6.31, 5.02], [-4.40, 3.92, 4.49]],
  "multiplicity": 5,
  "charge": 0,
  "homo_lumo_gap_ev": [7.0, 8.1],
  "s_squared": 6.081
}

---

{
  "formula": "C2H6FN2",
  "method": "the ωB97M-V functional and the def2-TZVPD basis",
  "species": ["C", "C", "N", "N", "F", "H", "H", "H", "H", "H", "H"],
  "coordinates": [[0.76, -0.09, 0.05], [-1.63, -0.51, -0.09], [1.84, 0.76, 0.20], [-0.44, 0.30, -0.05], [1.16, -1.30, 0.16], [-1.31, -1.59, -0.10], [-2.23, -0.38, -0.98], [-2.16, -0.26, 0.79], [1.96, 1.62, -0.19], [2.67, 0.19, 0.19], [-0.62, 1.27, 0.02]],
  "smiles": "C/[NH+]=C(/N)F",
  "charge": 1,
  "homo_lumo_gap_ev": 12.5
}

---

Number 1: E_tot -20111.1578 eV. Number 2: E_tot -12017.6236 eV. Number 3: E_tot -106786.9839 eV. Number 4: E_tot -136036.1106 eV. Number 5: E_tot -7861.9922 eV.